No. 1
Entry from the OMol25 dataset: an isolated ion of composition CH5FN2P and charge +1 at a distorted geometry (ωB97M-V with the def2-TZVPD basis set).

XYZ file:
```
10
Properties=species:S:1:pos:R:3:mulliken_charge:R:1
N 1.182 0.971 -0.080 -0.304
C 0.224 0.057 -0.210 0.571
N 0.310 -1.241 -0.236 -0.350
P -1.636 0.824 -0.117 0.255
F -2.590 -0.447 -0.073 -0.212
H 2.160 0.847 -0.212 0.221
H 0.832 1.842 0.093 0.200
H 1.272 -1.597 -0.235 0.224
H -0.448 -1.975 -0.290 0.272
H -1.306 0.719 1.361 0.123
```

Calculated values
SMILES	NC(=[NH2+])PF
net charge	+1
HOMO energy	-15.4	eV
energy relative to the best compared isomer or geometry (same formula, charge and spin)	6.1	kcal per mole

***

No. 2
Entry from the OMol25 dataset: a 2-piece molecular cluster, CH5FNO overall at a distorted geometry (ωB97M-V with the def2-TZVPD basis set).

XYZ file:
```
9
Properties=species:S:1:pos:R:3:mulliken_charge:R:1
C 0.247 0.405 0.740 -0.442
N 0.480 0.350 -0.657 -0.285
O -1.727 -1.035 0.799 -0.034
F -1.162 -1.604 -0.365 -0.158
H 0.781 -0.373 1.265 0.352
H -0.100 1.329 1.170 0.360
H 0.288 1.319 -0.937 0.348
H -0.201 -0.504 -0.878 0.463
H 1.393 0.113 -1.137 0.396
```

Calculated values
net charge	+1
HOMO energy (spin up / spin down)	-17.0 / -15.8	eV
energy relative to the best compared isomer or geometry (same formula, charge and spin)	84.9	kcal per mole